{"formula": "C21H44N4O3", "method": "wB97M-V/def2-TZVPD", "species": ["O", "O", "O", "N", "N", "N", "N", "C", "C", "C", "C", "C", "C", "C", "C", "C", "C", "C", "C", "C", "C", "C", "C", "C", "C", "C", "C", "C", "H", "H", "H", "H", "H", "H", "H", "H", "H", "H", "H", "H", "H", "H", "H", "H", "H", "H", "H", "H", "H", "H", "H", "H", "H", "H", "H", "H", "H", "H", "H", "H", "H", "H", "H", "H", "H", "H", "H", "H", "H", "H", "H", "H"], "coordinates": [[-5.0885, -1.9731, -0.6258], [-4.1791, -0.7622, -2.3084], [3.0792, 3.8233, 1.1018], [2.1999, 0.0241, -1.2587], [1.7086, -1.8169, -2.8354], [3.5002, -1.3499, 1.9326], [0.7895, 0.3908, -3.0896], [1.4720, -2.7667, -1.7103], [4.1533, -0.1098, 2.4165], [-5.1251, -1.1605, -1.5793], [-6.4979, -0.5641, -1.9048], [-2.1825, 0.7859, -0.1624], [1.0007, -2.0334, -0.3916], [1.5550, -0.4585, -2.4277], [-2.9249, 0.6184, 1.2033], [1.1061, 3.0190, -0.1976], [2.4311, 2.6581, 0.5851], [-0.1338, 2.8468, 0.7411], [-0.5029, -3.8049, 0.7297], [3.3878, -1.4068, 0.4718], [-1.7981, -1.7162, 1.0683], [-2.2245, 2.2350, -0.7493], [3.9237, 4.4238, 0.1325], [-2.9803, -0.8998, 1.6458], [2.0062, -0.8690, -0.0888], [-1.4909, 3.3131, 0.1169], [-1.5926, -3.1465, 1.6552], [0.8573, -3.0119, 0.8128], [-1.2644, 4.1784, -0.5584], [2.5966, -1.4160, 2.3863], [1.5495, -0.2834, 0.7496], [2.2131, 2.0318, 1.4833], [4.1202, 3.7834, -0.7544], [4.2558, -0.8779, 0.0218], [0.8572, -2.4867, 1.7967], [-1.8495, -1.8057, -0.0434], [2.3724, -3.3558, -1.4423], [4.9184, 4.6629, 0.5811], [-2.1251, 3.7432, 0.9244], [-3.9443, -1.3694, 1.3399], [2.6737, -1.9800, -3.1288], [-1.2291, -3.1141, 2.7116], [3.5104, 5.3938, -0.2401], [-0.1356, 1.8096, 1.1373], [4.8304, 0.3519, 1.6698], [4.7810, -0.3997, 3.2948], [-1.8926, 2.1831, -1.8081], [0.9061, 0.5928, -4.0768], [1.2034, 4.1064, -0.4351], [-3.3027, 2.5309, -0.7818], [0.6468, -3.4734, -1.9581], [-1.1016, 0.4855, -0.1242], [-6.7753, -0.8112, -2.9319], [3.1161, 2.0653, -0.0701], [3.1825, 0.1450, -1.5075], [-0.0163, -1.6334, -0.6440], [-6.4636, 0.5233, -1.8034], [-2.4970, -3.7859, 1.5972], [1.6915, -3.7552, 0.7741], [-3.9656, 0.9802, 1.0896], [-0.3653, -4.8784, 0.9718], [-2.3696, 1.1766, 1.9945], [-7.2672, -0.9509, -1.2352], [0.0829, 0.9026, -2.5633], [-0.8610, -1.1398, 1.3027], [-2.7183, 0.1286, -0.8994], [3.4611, -2.4767, 0.1740], [3.4242, 0.6368, 2.8207], [1.0236, 2.4670, -1.1617], [-0.8585, -3.7175, -0.3221], [-2.9197, -0.9652, 2.7624], [0.0560, 3.5091, 1.6228]], "atomic_forces_ev_per_a": [[0.40, 0.11, -0.09], [0.32, -0.04, 0.17], [0.32, -0.69, -0.88], [-2.12, -1.23, -0.54], [0.41, 0.99, -0.43], [0.64, 0.96, -0.66], [0.63, -0.11, 0.07], [-0.97, -0.67, 2.16], [0.14, -0.18, 1.38], [-0.18, -0.10, 0.11], [-0.35, 0.01, 0.06], [-0.63, 0.32, -0.70], [0.54, 0.41, -0.92], [0.77, -0.65, 0.81], [0.89, -0.82, -0.15], [0.27, 0.37, 0.78], [-0.66, -0.24, -0.06], [0.31, 0.77, -0.01], [0.01, 0.38, 0.36], [-0.88, -0.65, -0.02], [0.01, 0.02, 0.73], [-0.91, -0.31, 1.04], [0.66, 1.00, -0.25], [-0.05, -0.10, 0.07], [0.38, -0.70, 1.29], [0.69, -0.03, -0.57], [0.55, -0.04, -1.09], [-0.43, -0.78, -0.45], [-0.14, -0.49, 0.57], [0.06, -0.25, -0.24], [0.33, -0.02, -0.80], [-0.04, 0.41, -0.70], [-0.26, 0.17, 0.53], [-0.54, -0.21, 0.28], [0.28, -0.23, -0.77], [-0.40, 0.15, 0.85], [-0.33, 0.37, -0.59], [-0.75, -0.24, -0.12], [0.19, -0.65, -0.56], [0.73, 0.36, -0.02], [-0.19, 0.22, -0.15], [-0.31, -0.02, -0.70], [0.11, -0.71, 0.26], [-0.30, 0.54, -0.27], [-0.58, -0.29, 0.33], [-0.30, 0.36, -0.65], [0.08, 0.30, 0.51], [-0.96, -1.09, -0.20], [-0.15, -0.76, -0.06], [0.76, -0.20, -0.25], [0.75, 0.48, -0.27], [-0.79, -0.01, 0.18], [0.06, 0.12, -0.02], [-0.26, 0.54, 0.49], [-0.16, 0.47, 0.05], [0.88, 0.06, 0.37], [0.03, -0.01, -0.13], [0.30, 0.62, 0.11], [-0.39, 0.71, 0.23], [0.64, 0.08, 0.16], [0.03, 0.62, -0.14], [-0.60, -0.07, -0.46], [0.07, -0.01, 0.00], [0.80, 0.91, 0.19], [-0.61, -0.37, -0.19], [0.52, 0.40, 0.44], [0.16, 0.63, 0.03], [0.56, -0.33, -0.62], [0.01, 0.24, 0.73], [0.00, -0.38, 0.66], [-0.08, 0.12, -0.74], [0.00, -0.53, -0.56]], "lumo_energy_ev": -3.1, "energy_ha": -1271.0918, "spin_multiplicity": 1, "orbital_gap_ev": 3.460, "e_above_lowest_ev": 5.0456}



{"formula": "C21H44O17", "method": "wB97M-V/def2-TZVPD", "species": ["O", "O", "O", "O", "O", "O", "O", "O", "O", "O", "O", "O", "O", "O", "O", "O", "O", "C", "C", "C", "C", "C", "C", "C", "C", "C", "C", "C", "C", "C", "C", "C", "C", "C", "C", "C", "C", "C", "H", "H", "H", "H", "H", "H", "H", "H", "H", "H", "H", "H", "H", "H", "H", "H", "H", "H", "H", "H", "H", "H", "H", "H", "H", "H", "H", "H", "H", "H", "H", "H", "H", "H", "H", "H", "H", "H", "H", "H", "H", "H", "H", "H"], "coordinates": [[13.7171, -7.9662, -24.2243], [16.5928, -10.5620, -20.7637], [25.6664, -9.7346, -16.8875], [15.0402, -9.6417, -24.9274], [17.8212, -11.1447, -18.9923], [15.9589, -7.7814, -24.1923], [26.7761, -12.1039, -21.5499], [21.1827, -8.7784, -15.9998], [20.0146, -2.6034, -25.9174], [23.6954, -14.8036, -19.9717], [24.2511, -11.8090, -20.3460], [15.8229, -10.0885, -18.7590], [18.9430, -15.6245, -20.4178], [21.8540, -3.8187, -26.3651], [22.9322, -10.0095, -20.4446], [22.1453, -11.8637, -19.5681], [20.6936, -4.2036, -24.4953], [21.5973, -6.4378, -23.9317], [27.0774, -13.3571, -22.1697], [20.7921, -3.4443, -25.6138], [17.0717, -8.5879, -24.5503], [18.4068, -14.3970, -20.8965], [14.7144, -9.7688, -19.6223], [18.0356, -8.6909, -23.3876], [21.0078, -8.6058, -20.5900], [14.1136, -8.4001, -19.3808], [24.3091, -9.3537, -16.8540], [21.7400, -9.6101, -19.7313], [22.4655, -14.7152, -20.6724], [22.5735, -4.8622, -25.6996], [16.8397, -10.6529, -19.4488], [14.8027, -8.4021, -24.4282], [16.4382, -9.9121, -25.0467], [19.9210, -8.4394, -16.5868], [21.8809, -5.0159, -24.3475], [15.3581, -9.9709, -21.0054], [21.0458, -10.9383, -19.4778], [23.2158, -11.2560, -20.1091], [18.4725, -14.3714, -21.9816], [19.3734, -7.7323, -15.9571], [18.6027, -7.7537, -23.3664], [28.1233, -13.6428, -22.1197], [23.5811, -4.5021, -25.4940], [15.4544, -9.1003, -21.6539], [17.3904, -14.2324, -20.5371], [22.3979, -4.4313, -23.5851], [25.8084, -10.4891, -17.4617], [16.7204, -10.7406, -24.3994], [26.4398, -14.0800, -21.6442], [24.0094, -9.2831, -15.8032], [21.6569, -7.9481, -15.8876], [20.9379, -8.9748, -21.6125], [22.5726, -5.7541, -26.3207], [23.6733, -10.2118, -17.1126], [16.6436, -10.0916, -26.0982], [22.0386, -9.1622, -18.7810], [24.0603, -8.4658, -17.4332], [19.0367, -13.5671, -20.5549], [19.3741, -9.3782, -16.6099], [13.4195, -8.1079, -20.1673], [26.6361, -13.3584, -23.1713], [20.0853, -8.1806, -20.2028], [21.5206, -6.4480, -22.8403], [13.5511, -8.4674, -18.4461], [20.3452, -11.1985, -20.2747], [17.5632, -8.1193, -25.4040], [14.8290, -7.5914, -19.2283], [20.6592, -6.8940, -24.2473], [21.6990, -7.7552, -20.6157], [13.8928, -10.4742, -19.4996], [21.5824, -14.8991, -20.0584], [26.0595, -12.2358, -20.9227], [22.4075, -7.1194, -24.1903], [23.8229, -13.9899, -19.4726], [18.8952, -9.3381, -23.5964], [18.8453, -15.6421, -19.4624], [22.6317, -15.4449, -21.4665], [20.0522, -7.9581, -17.5593], [22.3323, -13.7511, -21.1714], [20.5252, -11.0180, -18.5284], [14.6606, -10.6644, -21.4842], [17.6408, -8.9426, -22.4094]], "atomic_forces_ev_per_a": [[0.09, 0.10, 0.09], [0.91, -0.56, -0.44], [0.39, 0.44, 0.01], [-0.36, -0.31, 0.05], [0.03, 0.13, 0.24], [0.15, 0.62, 0.30], [0.88, 0.13, -0.17], [-0.10, 0.41, -0.30], [0.01, 0.19, -0.02], [-0.07, 0.34, 0.51], [-0.29, 0.04, 0.47], [-0.11, -0.13, 0.57], [-0.18, -0.05, -0.31], [0.07, -0.08, 0.33], [-0.14, 0.95, 0.33], [0.12, -0.12, 0.76], [-0.17, -0.36, -0.37], [-0.12, -0.19, 1.36], [-2.16, -0.01, 0.68], [-0.35, -0.38, -0.12], [0.44, -0.73, -0.31], [0.70, 0.29, 0.47], [0.46, 0.87, -0.79], [1.48, 0.65, -0.59], [1.20, 0.75, -0.04], [0.07, 0.08, 1.07], [-0.54, -1.65, 0.85], [-0.79, 0.11, 0.15], [0.72, -0.10, -0.72], [0.25, 0.61, 0.25], [-0.54, 0.33, 0.09], [-0.19, -0.76, -0.27], [-0.29, 0.94, 0.48], [0.32, -0.01, 0.67], [-0.59, 0.66, -0.32], [-2.08, -0.19, -0.34], [0.08, -0.16, -0.73], [0.03, -0.92, -0.53], [-0.26, -0.35, -0.03], [-0.06, -0.08, 0.05], [-0.56, 0.33, 0.57], [0.07, 0.23, -0.10], [0.16, -0.23, -0.48], [0.11, 0.25, 0.35], [-0.11, 0.02, -0.23], [0.57, -0.67, 0.11], [-0.16, 0.06, -0.16], [-0.12, -0.19, -0.18], [0.60, -0.49, -0.06], [0.21, 0.80, -0.03], [0.17, -0.13, 0.14], [-0.39, -0.07, 0.05], [-0.02, -0.05, 0.03], [-0.06, 0.26, -0.68], [0.18, -0.25, 0.08], [0.12, -0.01, -0.02], [0.15, 0.04, -0.04], [-0.17, 0.12, 0.10], [-0.21, 0.13, -0.44], [0.05, -0.21, -0.13], [0.70, 0.06, -0.28], [-0.22, -0.56, 0.12], [0.10, -0.14, -0.01], [-0.12, 0.17, -0.09], [-0.05, 0.09, 0.03], [0.09, 0.20, 0.16], [0.27, -0.19, -0.29], [0.00, 0.45, -0.63], [-0.14, 0.09, -0.29], [0.37, -0.39, 0.30], [0.07, -0.30, -0.03], [0.00, 0.10, -0.20], [0.11, 0.15, -0.12], [0.04, 0.02, -0.07], [-0.52, -0.63, -0.21], [0.02, 0.01, 0.01], [-0.82, -0.18, 0.06], [-0.14, -0.33, -0.20], [0.10, 0.05, 0.08], [0.24, -0.04, 0.11], [0.56, -0.11, -0.59], [-0.29, 0.00, -0.10]], "lumo_energy_ev": -0.1, "energy_ha": -2105.5852, "spin_multiplicity": 1, "orbital_gap_ev": 9.487, "smiles": "C[C@H]1COC(=O)O1.C[C@H]1COC(=O)O1.C[C@H]1COC(=O)O1.C[C@H]1COC(=O)O1.CO.CO.CO.CO.CO", "e_above_lowest_ev": 0.3424}



{"formula": "C21H45BNO20S", "method": "wB97M-V/def2-TZVPD", "species": ["S", "O", "O", "O", "O", "O", "O", "O", "O", "O", "O", "O", "O", "O", "O", "O", "O", "O", "O", "O", "O", "N", "C", "C", "C", "C", "C", "C", "C", "C", "C", "C", "C", "C", "C", "C", "C", "C", "C", "C", "C", "C", "C", "B", "H", "H", "H", "H", "H", "H", "H", "H", "H", "H", "H", "H", "H", "H", "H", "H", "H", "H", "H", "H", "H", "H", "H", "H", "H", "H", "H", "H", "H", "H", "H", "H", "H", "H", "H", "H", "H", "H", "H", "H", "H", "H", "H", "H", "H"], "coordinates": [[-2.0698, -2.0387, -0.4956], [-0.8897, -6.8594, 4.3582], [4.7349, 4.3028, -6.1979], [-5.4567, -3.4862, 1.1264], [3.6939, -4.2411, -5.1423], [-2.0404, -5.0487, 4.5539], [3.0514, -3.7592, -3.0327], [5.1763, 3.0167, -4.3893], [-1.9224, -1.4666, 0.8292], [5.8400, 2.4689, -6.4756], [2.6002, -2.4137, -4.7976], [-1.7361, -6.3429, 6.3860], [-6.0710, -0.7433, 3.7778], [-4.4852, -1.7698, -0.1764], [-6.8035, 1.3378, 4.2770], [1.7628, 7.0095, -0.6713], [-7.0356, 0.6203, 2.2546], [-1.0106, -1.7243, -1.4314], [2.2608, 5.7174, 1.1181], [2.9786, 5.2533, -0.9720], [-5.3405, -3.7675, -1.2230], [-3.4382, -1.6940, -1.2238], [1.9422, 8.8386, 0.9368], [-4.8251, 1.3933, 5.7030], [-1.9374, -3.8153, -0.2075], [1.9205, -1.4695, -3.9374], [-6.3181, 1.1592, 5.6120], [3.6730, 4.1077, -0.4621], [2.3301, 5.9676, -0.0567], [-6.5813, 0.2976, 3.4544], [-2.7882, -4.0980, 5.3334], [-1.5743, -6.0973, 5.2161], [-0.2935, -8.0167, 4.9404], [6.4441, 1.2899, -5.9352], [5.0457, 6.1387, -4.6175], [-6.7928, -0.3662, 1.2294], [1.0275, 7.8952, 0.1862], [-1.8737, -3.1964, 6.1333], [4.3075, -5.4235, -4.6331], [4.0648, 5.2491, -5.3464], [5.2444, 3.2453, -5.5693], [2.9032, -0.6004, -3.1879], [3.1026, -3.4848, -4.2020], [-5.0818, -3.0007, -0.1215], [-7.3446, -0.0313, 0.3553], [3.0059, 3.4822, 0.1255], [-6.5855, 0.1643, 5.9679], [1.3121, -0.8731, -4.6130], [2.3685, 0.1676, -2.6306], [4.5200, 4.4221, 0.1458], [4.6215, -5.9958, -5.5018], [0.3703, 8.4460, -0.4841], [2.5772, 8.2914, 1.6319], [7.3046, 1.5527, -5.3218], [4.5092, 6.8976, -4.0482], [1.2493, -1.9918, -3.2566], [3.4343, 5.8305, -6.0159], [-1.6308, -3.9794, 0.8245], [-4.5700, 2.3745, 5.3012], [3.4880, -1.1913, -2.4837], [-1.1917, -4.2046, -0.8986], [0.1056, -8.5943, 4.1119], [6.7638, 0.7013, -6.7896], [3.6032, -6.0032, -4.0404], [2.5833, 9.3805, 0.2402], [-4.4996, 1.3453, 6.7432], [-6.8612, 1.8929, 6.2066], [3.4194, 4.7167, -4.6492], [5.7292, 0.7246, -5.3421], [5.7190, 6.6318, -5.3201], [-1.0317, -8.6039, 5.4826], [-4.2798, 0.6420, 5.1340], [5.6503, 5.5558, -3.9239], [5.1745, -5.1715, -4.0234], [4.0238, 3.5626, -1.3335], [1.3523, 9.5600, 1.5027], [0.5133, -7.7308, 5.6141], [-4.7627, -3.2396, 1.7406], [0.4095, 7.3119, 0.8674], [-3.4977, -4.6217, 5.9728], [-7.1609, -1.3412, 1.5408], [-2.4583, -2.4244, 6.6337], [-1.1510, -2.7149, 5.4743], [-4.9284, -3.3324, -1.9806], [3.5941, -0.1158, -3.8814], [-3.3480, -3.5138, 4.6068], [-5.7369, -0.4299, 0.9811], [-2.8802, -4.3312, -0.3918], [-1.3282, -3.7627, 6.8877]], "atomic_forces_ev_per_a": [[0.58, 0.41, 0.36], [0.01, -0.01, 0.00], [0.03, -0.04, 0.00], [-0.05, -0.33, -0.48], [0.01, -0.01, -0.01], [-0.02, -0.05, -0.01], [0.04, 0.00, 0.02], [0.03, 0.00, 0.04], [-0.24, -0.02, 0.21], [0.00, 0.01, 0.00], [0.00, -0.01, -0.07], [0.01, -0.01, 0.02], [0.02, -0.04, 0.02], [0.55, -0.25, 0.11], [-0.01, -0.02, -0.03], [0.03, -0.01, -0.02], [0.01, 0.00, -0.01], [0.05, -0.09, -0.47], [0.05, 0.02, 0.03], [0.03, 0.04, -0.05], [-0.11, -0.16, -0.08], [-0.49, 0.03, -0.36], [0.14, -0.06, -0.02], [0.04, -0.01, -0.12], [-0.09, -0.30, 0.03], [-0.22, 0.16, 0.25], [0.03, 0.01, 0.22], [0.04, -0.13, -0.07], [-0.03, -0.04, -0.04], [-0.05, 0.05, -0.04], [-0.15, 0.31, 0.09], [-0.03, 0.02, -0.04], [0.04, -0.07, -0.04], [0.04, -0.10, -0.03], [0.18, -0.07, 0.02], [-0.10, -0.06, -0.16], [-0.16, 0.15, 0.10], [0.17, -0.10, 0.01], [0.03, -0.07, -0.05], [-0.18, 0.19, 0.13], [-0.05, -0.02, -0.05], [0.21, -0.07, -0.04], [-0.05, 0.02, -0.03], [-0.04, -0.06, 0.24], [-0.03, 0.12, 0.06], [-0.01, 0.03, 0.04], [0.03, -0.03, -0.06], [0.04, -0.05, -0.09], [-0.04, -0.01, 0.00], [-0.04, 0.01, 0.05], [0.00, 0.04, -0.03], [0.04, -0.04, -0.07], [-0.04, -0.02, 0.02], [-0.03, 0.01, 0.05], [-0.02, 0.00, -0.01], [0.06, -0.09, 0.00], [0.05, -0.05, -0.09], [0.06, 0.01, -0.08], [-0.01, 0.02, 0.05], [-0.06, -0.02, 0.03], [-0.01, 0.03, 0.04], [0.00, 0.04, -0.03], [-0.01, 0.04, -0.03], [0.00, 0.02, 0.04], [-0.05, 0.04, -0.01], [-0.01, 0.01, 0.01], [-0.03, 0.03, -0.07], [0.05, -0.05, 0.02], [-0.01, 0.03, 0.03], [-0.07, 0.05, -0.04], [-0.01, 0.02, 0.04], [-0.02, -0.03, 0.01], [-0.05, -0.01, 0.04], [-0.03, 0.00, 0.05], [-0.01, 0.05, -0.04], [-0.02, 0.01, -0.01], [-0.03, 0.00, 0.05], [-0.14, 0.40, 0.33], [0.06, -0.05, 0.02], [0.07, -0.10, 0.01], [0.07, -0.01, 0.08], [-0.02, 0.01, -0.02], [-0.06, 0.06, -0.02], [0.10, 0.15, -0.04], [-0.06, 0.07, 0.00], [0.04, -0.08, -0.11], [0.01, 0.02, 0.15], [-0.04, 0.10, 0.01], [-0.05, -0.01, 0.02]], "lumo_energy_ev": 2.1, "energy_ha": -2809.9705, "total_charge": -1, "spin_multiplicity": 1, "orbital_gap_ev": 7.000}